(1)
55
Properties=species:S:1:pos:R:3:forces:R:3 method="wB97M-V/def2-TZVPD" max_force_ev_per_a=0.515 charge=-1 e_tot_ha=-2770.1070 s2=2.02 multiplicity=3 de_lowest_kcal_mol=3.72 homo_ev="-3.18 / -4.97"
Ti -0.73696 0.49291 -0.22101 -0.40 -0.32 -0.01
N -4.24647 -2.22616 -1.00493 0.03 -0.01 -0.01
C -3.36681 -1.29272 -0.47273 -0.08 -0.04 0.05
S -2.96442 0.08639 -1.43014 0.08 0.06 0.03
N -2.94140 -1.51894 0.73377 0.03 0.05 -0.03
N -2.02019 -0.57339 1.12846 0.13 0.04 -0.14
C -1.88852 -0.39373 2.42192 0.09 -0.04 0.00
C -0.91732 0.55456 2.80958 -0.10 -0.10 -0.06
C -0.61180 0.89032 4.14265 0.03 0.04 0.04
C 0.33686 1.83979 4.40212 -0.06 -0.05 0.01
C 0.97881 2.47676 3.31688 0.02 0.04 -0.03
C 0.64541 2.10549 2.04312 -0.02 -0.05 0.05
N -0.26169 1.14392 1.75609 0.24 0.13 0.14
H -4.84273 -1.85113 -1.72434 0.00 -0.01 0.01
H -4.72715 -2.76534 -0.29994 -0.01 0.00 0.00
H -2.48923 -0.95873 3.12606 -0.01 0.04 0.02
H -1.14642 0.39015 4.94057 0.00 0.00 0.00
H 0.58106 2.10822 5.42205 0.00 0.01 0.00
H 1.71357 3.25373 3.47234 0.00 0.00 0.00
H 1.11715 2.57658 1.19156 0.01 0.00 0.01
C -0.16969 -0.30492 -3.36857 -0.02 -0.03 -0.01
O -0.19564 -0.82327 -2.05274 0.09 0.18 0.04
C -0.00124 -2.21775 -1.91801 -0.04 0.00 -0.02
C 0.98051 -2.40325 -0.79254 0.03 0.00 0.04
O 0.48138 -1.62446 0.29161 -0.14 0.05 -0.10
C 1.07894 -1.90499 1.54993 0.04 0.05 0.02
C 2.41656 -1.23315 1.72615 0.08 0.02 0.05
O 3.40128 -1.93967 0.99725 -0.06 -0.04 -0.03
C 4.53459 -1.14629 0.71071 0.04 0.02 -0.01
H -0.88415 -0.83717 -4.00140 -0.01 0.01 0.00
H -0.46708 0.73988 -3.31134 0.01 0.00 0.00
H 0.84249 -0.37332 -3.77699 0.00 -0.01 -0.01
H -0.96668 -2.68706 -1.70094 -0.01 0.00 0.01
H 0.40664 -2.63566 -2.84257 -0.01 0.00 0.01
H 1.03636 -3.45663 -0.49662 -0.01 0.01 0.01
H 1.96807 -2.04374 -1.07614 0.01 0.00 -0.01
H 0.38549 -1.54548 2.30781 -0.02 0.01 -0.02
H 1.18501 -2.98947 1.66190 0.01 -0.01 0.01
H 2.34746 -0.19724 1.37872 -0.01 0.00 -0.03
H 2.67244 -1.21871 2.79628 0.02 0.01 0.01
H 4.25918 -0.26395 0.12794 0.01 0.00 0.04
H 5.04342 -0.83828 1.63311 0.01 0.01 0.00
H 5.21383 -1.75576 0.11691 0.02 -0.03 0.03
N 0.80861 3.60081 -1.30904 -0.01 0.01 -0.02
C -0.49860 3.64364 -0.86996 0.06 -0.03 0.06
N -1.16382 4.77030 -0.71309 -0.01 0.00 -0.02
N -2.37256 4.36938 -0.25795 -0.03 0.01 -0.04
N -2.42419 3.09231 -0.15810 0.04 0.05 0.03
N -1.22435 2.57516 -0.54461 -0.10 -0.11 -0.14
C 1.57116 2.46689 -1.39201 0.01 -0.03 -0.02
N 2.80563 2.46448 -1.87151 0.02 0.02 0.02
N 3.20284 1.18444 -1.74551 -0.01 0.00 0.03
N 2.27001 0.46505 -1.23467 -0.04 -0.01 -0.09
N 1.18651 1.25256 -0.98961 0.06 0.01 0.10
H 1.22294 4.46158 -1.61855 -0.01 0.00 0.01

---

(2)
66
Properties=species:S:1:pos:R:3:forces:R:3 method="wB97M-V/def2-TZVPD" max_force_ev_per_a=5.718 charge=+1 e_tot_ha=-4929.1916 multiplicity=1 de_lowest_kcal_mol=33.16 homo_ev=-11.81
O 0.22295 -2.31053 0.18195 -0.67 0.51 -0.34
C 0.03746 -1.95289 -0.94302 0.92 -0.75 -0.40
O 1.01373 -2.07882 -1.88859 -4.26 -0.77 0.56
C -1.30551 -1.34278 -1.43604 -1.12 0.80 -0.40
C -2.50967 -2.12345 -1.59953 0.93 1.94 -0.12
C -3.66832 -1.43372 -2.04309 -0.44 -0.33 -0.43
P -5.32089 -2.32000 -2.24906 -1.90 -1.75 1.36
O -6.36198 -1.44860 -1.29260 1.87 0.56 -1.96
O -5.87336 -2.19803 -3.79025 1.40 1.08 1.44
S -5.27698 -4.10951 -1.58744 0.48 0.26 -0.68
N -3.67341 -0.09044 -2.31949 1.85 -1.00 0.62
C -2.55131 0.66034 -2.16562 0.77 0.46 0.25
C -1.33187 0.09564 -1.70756 -0.62 -2.29 0.30
N -0.10592 0.78344 -1.47685 -1.63 0.92 0.45
C -0.21184 2.01473 -1.49665 -0.01 0.59 -2.13
S -0.46454 3.47734 -2.03730 0.55 -1.13 1.17
H 0.57157 -1.90388 -2.74226 0.77 -0.02 0.06
H -2.50618 -3.20496 -1.36404 -0.36 0.83 -0.26
H -5.77944 -1.03985 -0.62108 -0.67 -0.28 0.23
H -5.32363 -1.57176 -4.29863 -0.49 -0.30 -0.18
H -4.53386 0.36149 -2.63091 0.21 -0.10 0.19
H -2.63433 1.73689 -2.40066 0.01 -0.79 0.19
C -4.63366 -1.73237 4.09218 0.29 -0.61 0.32
C -3.28181 -1.08840 3.87091 -0.10 0.48 0.56
O -3.09963 -1.11157 2.44768 -0.57 -0.32 -0.53
S -4.52767 -0.96062 1.73181 0.39 -0.27 1.80
O -4.70955 0.40124 1.35925 -0.19 -0.23 -0.65
O -4.67370 -2.02387 0.78960 0.21 0.63 -0.12
O -5.44721 -1.26543 3.00636 0.38 0.45 -0.62
H -4.57120 -2.82066 4.02712 -0.01 0.04 0.01
H -5.07378 -1.45269 5.04676 -0.18 0.14 -0.20
H -2.47824 -1.62315 4.37154 0.06 -0.06 -0.31
H -3.28005 -0.04526 4.19524 0.01 -0.05 0.02
C 5.79936 -0.01001 -3.53489 0.56 0.36 0.03
C 6.09485 -0.70652 -2.22180 0.04 -0.43 -0.21
O 5.07574 -0.25950 -1.32588 0.45 4.01 -4.05
S 3.72546 0.00370 -2.16113 1.39 -0.31 0.00
O 2.88198 -1.14085 -2.04838 1.73 1.67 -0.46
O 3.26266 1.31816 -1.86919 -0.39 -0.20 0.11
O 4.37511 -0.00301 -3.63840 -0.36 -0.26 0.36
H 6.14538 1.02607 -3.51887 0.04 -0.04 0.00
H 6.24034 -0.52500 -4.38633 -0.26 -0.04 -0.04
H 7.08100 -0.45860 -1.83478 -0.16 0.12 0.18
H 6.00443 -1.79360 -2.31897 0.04 0.01 -0.02
C 4.67903 -3.73893 2.72162 0.20 -0.52 0.15
C 6.02438 -3.06799 2.52589 -0.12 0.43 0.41
O 6.22612 -3.06082 1.10925 -0.42 -0.35 -0.26
S 4.80043 -2.91894 0.36898 -0.26 0.12 0.97
O 4.60716 -1.54699 0.02280 -0.89 -3.95 3.33
O 4.68484 -3.96379 -0.58414 0.13 0.27 -0.21
O 3.86768 -3.26801 1.64264 0.40 0.28 -0.23
H 4.76217 -4.82522 2.63755 0.03 0.03 0.05
H 4.22596 -3.48419 3.67774 -0.14 0.11 -0.16
H 6.83104 -3.59948 3.02588 0.06 -0.05 -0.27
H 6.00469 -2.03102 2.87049 -0.01 -0.05 0.05
C -0.49666 5.83184 0.63720 -0.12 -0.42 0.09
C -1.87782 6.41773 0.85970 0.00 0.37 -0.45
O -1.89831 6.79145 2.23671 0.48 -0.34 0.14
S -0.41415 7.24446 2.68736 -0.13 -0.06 -0.29
O -0.33746 8.65741 2.62519 0.17 -0.08 0.13
O -0.05475 6.50803 3.84292 -0.09 0.15 0.04
O 0.38206 6.63962 1.41764 -0.41 0.33 0.12
H -0.43751 4.80521 1.00933 -0.03 -0.01 -0.05
H -0.20304 5.85425 -0.40974 0.18 0.20 0.12
H -2.67233 5.70622 0.64270 -0.03 0.02 0.28
H -2.02603 7.32046 0.26117 0.01 -0.07 -0.06

---

(3)
44
Properties=species:S:1:pos:R:3:forces:R:3 method="wB97M-V/def2-TZVPD" max_force_ev_per_a=1.376 charge=0 e_tot_ha=-1029.4192 smiles="O=[N+]([O-])c1ccc(N2CCNCC2)cc1NC[C@@H]1CCCO1" multiplicity=1 de_lowest_kcal_mol=130.43 homo_ev=-7.84
O 2.03368 3.10044 -1.93384 0.01 0.08 -0.08
N 0.79976 3.08960 -2.03623 0.43 0.58 -0.76
O 0.22776 3.71174 -2.92011 0.11 0.02 0.02
C 0.03414 2.34230 -1.13556 -0.93 -0.70 0.73
C -1.35851 2.36718 -1.30159 0.29 0.08 -0.05
C -2.19658 1.62322 -0.52502 -0.18 -0.04 0.06
C -1.67176 0.77544 0.47888 0.29 0.30 -0.09
N -2.48464 0.02818 1.29134 -0.11 0.03 0.19
C -3.92630 0.16501 1.28046 -0.29 -0.05 -0.36
C -4.56480 -0.88682 0.35697 -0.03 0.27 0.26
N -4.18593 -2.23327 0.74397 -0.20 -0.22 0.05
C -2.74458 -2.35679 0.83016 0.22 0.08 0.32
C -2.10458 -1.29343 1.74672 0.10 -0.41 -0.20
C -0.29061 0.76357 0.65980 0.06 -0.24 0.00
C 0.58997 1.52674 -0.10853 0.07 0.35 -0.22
N 1.91748 1.55506 0.15006 0.44 0.34 -0.17
C 2.64332 0.54343 0.86534 -0.23 -0.36 -0.17
C 2.61707 -0.83592 0.13397 0.02 -0.05 0.37
C 3.98712 -1.51873 0.17030 -0.28 0.00 -0.07
C 4.69622 -0.86287 -1.01851 -0.11 0.05 -0.01
C 3.53525 -0.45697 -1.94475 0.21 0.03 -0.31
O 2.32563 -0.69079 -1.23635 -0.10 -0.10 0.00
H -1.75370 2.98979 -2.08982 -0.02 -0.02 0.00
H -3.25464 1.66449 -0.71975 -0.09 -0.01 -0.02
H -4.21119 1.17629 0.99765 0.01 0.01 0.06
H -4.27521 -0.00572 2.30770 -0.03 0.05 -0.08
H -5.65291 -0.80571 0.37787 0.00 0.05 -0.07
H -4.21934 -0.72946 -0.66899 -0.07 0.08 -0.01
H -4.60437 -2.46140 1.64196 0.01 -0.01 -0.09
H -2.49791 -3.35800 1.18816 0.07 0.00 -0.05
H -2.34099 -2.23650 -0.18010 0.08 -0.05 0.04
H -1.02452 -1.41408 1.73713 0.00 0.03 0.08
H -2.46300 -1.42467 2.77542 0.07 -0.04 -0.04
H 0.13098 0.16674 1.45016 0.05 -0.03 0.10
H 2.44393 2.07000 -0.55445 -0.26 -0.15 0.29
H 3.67205 0.89749 0.94850 -0.03 0.01 0.07
H 2.24703 0.42623 1.87837 0.14 -0.02 0.02
H 1.81950 -1.45941 0.54884 0.09 0.04 -0.01
H 3.86547 -2.58826 -0.00249 0.01 -0.01 0.06
H 4.50474 -1.36930 1.11520 0.05 -0.03 0.08
H 5.25557 0.01631 -0.69991 0.05 0.00 -0.02
H 5.38574 -1.54492 -1.51037 0.06 0.03 0.01
H 3.49436 -1.06420 -2.85300 0.04 0.10 0.05
H 3.59930 0.59798 -2.23556 -0.01 -0.08 -0.01

---

(4)
49
Properties=species:S:1:pos:R:3:forces:R:3 method="wB97M-V/def2-TZVPD" max_force_ev_per_a=0.366 charge=+3 e_tot_ha=-2158.6575 multiplicity=1 de_lowest_kcal_mol=2.56 homo_ev=-18.55
Ti -0.60697 -0.74238 -0.28696 0.00 -0.09 0.26
O -0.13786 -2.69950 -3.81405 0.02 -0.02 0.03
C -0.77037 -2.37388 -2.75198 0.06 -0.16 0.02
O -0.16237 -2.00716 -1.71138 -0.33 0.14 -0.08
C -2.27084 -2.56759 -2.89424 0.00 0.04 -0.01
O -2.99299 -2.37246 -1.69931 0.00 -0.01 -0.01
C -3.77731 -1.16516 -1.58273 -0.01 0.03 0.00
C -2.69493 -0.24684 -1.07872 0.06 -0.05 -0.06
O -1.79090 0.12491 -1.85375 0.05 0.02 -0.02
O -2.37648 -0.23926 0.19084 0.02 -0.09 -0.14
H 0.83419 -2.62652 -3.74265 -0.01 0.01 -0.02
H -2.40640 -3.60509 -3.21519 0.00 0.01 -0.01
H -2.60854 -1.92937 -3.71541 -0.01 0.01 0.00
H -4.56126 -1.34608 -0.85433 0.00 0.00 0.00
H -4.18677 -0.84067 -2.53755 0.00 0.00 0.00
C 1.07439 -1.69733 3.92924 -0.02 0.00 -0.01
N 0.03556 -2.39036 3.13110 -0.01 -0.06 -0.01
C -0.70141 -3.43761 3.63997 0.02 0.02 0.00
C -1.66362 -4.03991 2.91386 0.01 -0.01 0.00
C -1.90532 -3.58328 1.58356 0.04 -0.07 -0.06
N -1.12315 -2.59410 1.08805 0.01 0.25 -0.05
C -0.22736 -2.02495 1.88138 0.09 0.07 -0.09
O 0.38698 -1.01030 1.31759 0.10 0.11 0.12
N -2.84513 -4.09855 0.81985 0.01 0.00 -0.01
H 1.11363 -2.16906 4.90572 0.01 0.00 0.00
H 0.80643 -0.65012 4.03854 0.01 0.00 0.00
H 2.03605 -1.79717 3.43360 0.00 0.01 0.00
H -0.46146 -3.73183 4.65237 -0.01 0.00 0.00
H -2.23674 -4.85318 3.33504 0.00 0.00 0.00
H -3.42902 -4.85090 1.15408 0.00 0.00 0.01
H -2.99867 -3.74389 -0.11405 -0.01 0.00 0.00
N 0.55090 0.77727 -0.63525 0.01 -0.23 0.11
C 1.22260 1.74844 -0.71252 -0.06 0.03 0.12
N 1.91547 2.79203 -0.79999 0.00 0.05 -0.15
C 3.17367 2.98457 0.00806 -0.02 -0.05 -0.02
C 3.07151 4.28674 0.78391 0.00 0.01 0.02
C 2.57606 5.46060 -0.09189 0.00 0.00 0.01
C 2.46361 5.07657 -1.56476 0.00 0.01 -0.02
C 1.51714 3.90786 -1.76044 0.02 -0.05 0.05
H 3.98643 2.98941 -0.71662 0.01 0.01 0.01
H 3.29038 2.11443 0.65086 0.00 0.01 0.01
H 4.06550 4.48829 1.18445 0.00 0.00 -0.01
H 2.41493 4.14289 1.64226 0.00 0.00 0.00
H 3.24698 6.31084 0.00715 0.00 0.00 0.00
H 1.60107 5.79850 0.26322 0.00 -0.01 -0.01
H 3.43974 4.84912 -1.99643 0.00 0.00 0.01
H 2.06180 5.90670 -2.14663 0.00 0.00 0.00
H 1.55898 3.49595 -2.76726 -0.01 0.01 -0.01
H 0.49189 4.17939 -1.51059 0.00 0.01 -0.01

---

Repeat the third record exactly.
44
Properties=species:S:1:pos:R:3:forces:R:3 method="wB97M-V/def2-TZVPD" max_force_ev_per_a=1.376 charge=0 e_tot_ha=-1029.4192 smiles="O=[N+]([O-])c1ccc(N2CCNCC2)cc1NC[C@@H]1CCCO1" multiplicity=1 de_lowest_kcal_mol=130.43 homo_ev=-7.84
O 2.03368 3.10044 -1.93384 0.01 0.08 -0.08
N 0.79976 3.08960 -2.03623 0.43 0.58 -0.76
O 0.22776 3.71174 -2.92011 0.11 0.02 0.02
C 0.03414 2.34230 -1.13556 -0.93 -0.70 0.73
C -1.35851 2.36718 -1.30159 0.29 0.08 -0.05
C -2.19658 1.62322 -0.52502 -0.18 -0.04 0.06
C -1.67176 0.77544 0.47888 0.29 0.30 -0.09
N -2.48464 0.02818 1.29134 -0.11 0.03 0.19
C -3.92630 0.16501 1.28046 -0.29 -0.05 -0.36
C -4.56480 -0.88682 0.35697 -0.03 0.27 0.26
N -4.18593 -2.23327 0.74397 -0.20 -0.22 0.05
C -2.74458 -2.35679 0.83016 0.22 0.08 0.32
C -2.10458 -1.29343 1.74672 0.10 -0.41 -0.20
C -0.29061 0.76357 0.65980 0.06 -0.24 0.00
C 0.58997 1.52674 -0.10853 0.07 0.35 -0.22
N 1.91748 1.55506 0.15006 0.44 0.34 -0.17
C 2.64332 0.54343 0.86534 -0.23 -0.36 -0.17
C 2.61707 -0.83592 0.13397 0.02 -0.05 0.37
C 3.98712 -1.51873 0.17030 -0.28 0.00 -0.07
C 4.69622 -0.86287 -1.01851 -0.11 0.05 -0.01
C 3.53525 -0.45697 -1.94475 0.21 0.03 -0.31
O 2.32563 -0.69079 -1.23635 -0.10 -0.10 0.00
H -1.75370 2.98979 -2.08982 -0.02 -0.02 0.00
H -3.25464 1.66449 -0.71975 -0.09 -0.01 -0.02
H -4.21119 1.17629 0.99765 0.01 0.01 0.06
H -4.27521 -0.00572 2.30770 -0.03 0.05 -0.08
H -5.65291 -0.80571 0.37787 0.00 0.05 -0.07
H -4.21934 -0.72946 -0.66899 -0.07 0.08 -0.01
H -4.60437 -2.46140 1.64196 0.01 -0.01 -0.09
H -2.49791 -3.35800 1.18816 0.07 0.00 -0.05
H -2.34099 -2.23650 -0.18010 0.08 -0.05 0.04
H -1.02452 -1.41408 1.73713 0.00 0.03 0.08
H -2.46300 -1.42467 2.77542 0.07 -0.04 -0.04
H 0.13098 0.16674 1.45016 0.05 -0.03 0.10
H 2.44393 2.07000 -0.55445 -0.26 -0.15 0.29
H 3.67205 0.89749 0.94850 -0.03 0.01 0.07
H 2.24703 0.42623 1.87837 0.14 -0.02 0.02
H 1.81950 -1.45941 0.54884 0.09 0.04 -0.01
H 3.86547 -2.58826 -0.00249 0.01 -0.01 0.06
H 4.50474 -1.36930 1.11520 0.05 -0.03 0.08
H 5.25557 0.01631 -0.69991 0.05 0.00 -0.02
H 5.38574 -1.54492 -1.51037 0.06 0.03 0.01
H 3.49436 -1.06420 -2.85300 0.04 0.10 0.05
H 3.59930 0.59798 -2.23556 -0.01 -0.08 -0.01

---

What did the fourth record say?
49
Properties=species:S:1:pos:R:3:forces:R:3 method="wB97M-V/def2-TZVPD" max_force_ev_per_a=0.366 charge=+3 e_tot_ha=-2158.6575 multiplicity=1 de_lowest_kcal_mol=2.56 homo_ev=-18.55
Ti -0.60697 -0.74238 -0.28696 0.00 -0.09 0.26
O -0.13786 -2.69950 -3.81405 0.02 -0.02 0.03
C -0.77037 -2.37388 -2.75198 0.06 -0.16 0.02
O -0.16237 -2.00716 -1.71138 -0.33 0.14 -0.08
C -2.27084 -2.56759 -2.89424 0.00 0.04 -0.01
O -2.99299 -2.37246 -1.69931 0.00 -0.01 -0.01
C -3.77731 -1.16516 -1.58273 -0.01 0.03 0.00
C -2.69493 -0.24684 -1.07872 0.06 -0.05 -0.06
O -1.79090 0.12491 -1.85375 0.05 0.02 -0.02
O -2.37648 -0.23926 0.19084 0.02 -0.09 -0.14
H 0.83419 -2.62652 -3.74265 -0.01 0.01 -0.02
H -2.40640 -3.60509 -3.21519 0.00 0.01 -0.01
H -2.60854 -1.92937 -3.71541 -0.01 0.01 0.00
H -4.56126 -1.34608 -0.85433 0.00 0.00 0.00
H -4.18677 -0.84067 -2.53755 0.00 0.00 0.00
C 1.07439 -1.69733 3.92924 -0.02 0.00 -0.01
N 0.03556 -2.39036 3.13110 -0.01 -0.06 -0.01
C -0.70141 -3.43761 3.63997 0.02 0.02 0.00
C -1.66362 -4.03991 2.91386 0.01 -0.01 0.00
C -1.90532 -3.58328 1.58356 0.04 -0.07 -0.06
N -1.12315 -2.59410 1.08805 0.01 0.25 -0.05
C -0.22736 -2.02495 1.88138 0.09 0.07 -0.09
O 0.38698 -1.01030 1.31759 0.10 0.11 0.12
N -2.84513 -4.09855 0.81985 0.01 0.00 -0.01
H 1.11363 -2.16906 4.90572 0.01 0.00 0.00
H 0.80643 -0.65012 4.03854 0.01 0.00 0.00
H 2.03605 -1.79717 3.43360 0.00 0.01 0.00
H -0.46146 -3.73183 4.65237 -0.01 0.00 0.00
H -2.23674 -4.85318 3.33504 0.00 0.00 0.00
H -3.42902 -4.85090 1.15408 0.00 0.00 0.01
H -2.99867 -3.74389 -0.11405 -0.01 0.00 0.00
N 0.55090 0.77727 -0.63525 0.01 -0.23 0.11
C 1.22260 1.74844 -0.71252 -0.06 0.03 0.12
N 1.91547 2.79203 -0.79999 0.00 0.05 -0.15
C 3.17367 2.98457 0.00806 -0.02 -0.05 -0.02
C 3.07151 4.28674 0.78391 0.00 0.01 0.02
C 2.57606 5.46060 -0.09189 0.00 0.00 0.01
C 2.46361 5.07657 -1.56476 0.00 0.01 -0.02
C 1.51714 3.90786 -1.76044 0.02 -0.05 0.05
H 3.98643 2.98941 -0.71662 0.01 0.01 0.01
H 3.29038 2.11443 0.65086 0.00 0.01 0.01
H 4.06550 4.48829 1.18445 0.00 0.00 -0.01
H 2.41493 4.14289 1.64226 0.00 0.00 0.00
H 3.24698 6.31084 0.00715 0.00 0.00 0.00
H 1.60107 5.79850 0.26322 0.00 -0.01 -0.01
H 3.43974 4.84912 -1.99643 0.00 0.00 0.01
H 2.06180 5.90670 -2.14663 0.00 0.00 0.00
H 1.55898 3.49595 -2.76726 -0.01 0.01 -0.01
H 0.49189 4.17939 -1.51059 0.00 0.01 -0.01